# 1
C48H57BrCl2N4O2P2Tl as an isolated structure. Source: the Open Molecules 2025 dataset; level of theory: wB97M-V/def2-TZVPD.

Structure (XYZ):
```
117
Properties=species:S:1:pos:R:3:forces:R:3:lowdin_charge:R:1
Tl 0.296011 -1.362715 0.077828 -0.021 -0.143 0.107 0.75
C 2.074820 0.090422 4.001033 0.008 0.021 0.040 -0.12
C 0.631866 -0.209899 4.421153 0.020 -0.013 -0.015 -0.53
C 0.171278 0.673046 5.585196 -0.024 -0.018 0.004 -0.11
P -0.423973 -0.388496 2.903837 -0.031 0.077 -0.044 1.10
C -2.172674 -0.584068 3.518081 0.032 0.013 0.004 -0.54
C -2.248422 -1.762568 4.489755 -0.002 0.006 -0.028 -0.13
C -2.876890 0.648344 4.081790 -0.002 0.001 0.007 -0.10
C -0.518977 1.240014 2.075572 0.009 -0.020 0.050 -0.30
C 0.012919 2.433912 2.561074 -0.028 0.024 0.011 -0.05
C -0.062521 3.621341 1.847545 -0.003 0.009 0.001 -0.28
C 0.536616 4.893921 2.386025 0.001 -0.016 -0.011 -0.06
C -0.685446 3.596001 0.602107 0.026 -0.009 0.000 -0.04
C -1.177068 2.415990 0.079657 0.008 -0.015 -0.009 -0.05
C -1.104807 1.220939 0.800964 0.015 0.070 -0.001 -0.34
N -1.483495 -0.023160 0.255508 0.042 -0.038 -0.025 -0.08
C -2.686935 -0.173430 -0.395828 -0.054 0.020 0.031 -0.34
C -3.684932 0.829757 -0.336591 -0.022 0.034 -0.017 -0.03
C -4.851390 0.752390 -1.066650 0.020 0.005 0.037 -0.05
C -5.132371 -0.330856 -1.897242 -0.007 -0.026 -0.032 -0.30
C -6.391836 -0.395448 -2.720036 0.013 0.004 0.016 -0.07
C -4.219885 -1.370122 -1.871847 -0.002 0.013 -0.011 -0.08
C -3.046444 -1.349231 -1.114356 -0.010 -0.032 -0.024 -0.33
P -2.026326 -2.834275 -0.923580 0.035 0.094 -0.233 1.05
C -1.938092 -3.646196 -2.579550 -0.058 -0.039 0.021 -0.56
C -1.326215 -2.695621 -3.602513 0.020 -0.012 -0.012 -0.14
C -1.081881 -4.907734 -2.428947 0.004 0.032 -0.017 -0.11
C -3.078004 -3.983406 0.083068 0.095 -0.006 0.051 -0.53
C -3.251895 -3.360431 1.463918 0.005 -0.006 0.027 -0.13
C -4.413472 -4.414636 -0.509095 -0.004 -0.002 0.028 -0.11
H 2.744168 -0.051110 4.854104 0.000 0.008 0.002 0.08
H 2.391520 -0.557881 3.186209 0.011 -0.010 -0.012 0.06
H 2.188902 1.116850 3.646353 0.015 -0.041 0.009 0.07
H 0.628264 -1.244473 4.786287 0.019 0.007 0.003 0.10
H -0.109428 1.679928 5.280456 0.019 0.013 -0.018 0.06
H -0.686579 0.240388 6.100136 0.003 0.022 -0.005 0.05
H 0.981025 0.759627 6.315872 0.001 -0.002 0.006 0.07
H -2.692067 -0.863212 2.595922 0.005 0.002 0.021 0.07
H -1.791131 -1.507423 5.448156 -0.018 -0.012 0.010 0.06
H -3.288938 -2.035411 4.683864 -0.002 -0.003 -0.011 0.08
H -1.733030 -2.642593 4.101800 -0.004 -0.021 -0.016 0.07
H -2.494853 0.918556 5.067414 -0.002 0.016 -0.026 0.06
H -2.762988 1.510887 3.424820 -0.006 0.001 -0.004 0.07
H -3.946908 0.444493 4.187081 -0.002 -0.001 0.015 0.08
H 0.511317 2.449683 3.520965 -0.031 0.001 -0.003 0.08
H 0.883669 4.760529 3.411059 -0.001 0.002 0.003 0.07
H 1.393185 5.209033 1.784365 -0.001 -0.001 0.006 0.07
H -0.188137 5.710788 2.377575 0.001 0.004 0.000 0.07
H -0.761641 4.509125 0.019604 0.008 0.005 -0.013 0.11
H -1.608414 2.402738 -0.912770 0.005 0.008 -0.008 0.09
H -3.521921 1.698381 0.284777 0.012 -0.002 0.001 0.10
H -5.563379 1.569306 -0.993939 0.002 0.002 -0.002 0.11
H -6.619932 0.571614 -3.172042 -0.001 -0.003 -0.008 0.07
H -6.294509 -1.125216 -3.524973 -0.003 -0.002 0.002 0.07
H -7.255852 -0.685238 -2.115182 -0.004 0.005 -0.002 0.07
H -4.426525 -2.255031 -2.467147 -0.011 0.000 0.005 0.10
H -2.940472 -3.926699 -2.920782 -0.002 -0.015 0.007 0.09
H -0.359876 -2.313064 -3.262250 -0.010 -0.016 0.005 0.04
H -1.159513 -3.220152 -4.547273 0.000 0.006 -0.001 0.08
H -1.980330 -1.846134 -3.799666 -0.006 0.001 0.006 0.02
H -0.090337 -4.652025 -2.046372 -0.003 -0.006 -0.001 0.07
H -1.523634 -5.626339 -1.737467 -0.013 -0.017 0.003 0.07
H -0.965617 -5.401067 -3.397271 0.010 0.002 0.001 0.08
H -2.433860 -4.861487 0.196644 -0.010 -0.015 0.006 0.10
H -3.852045 -2.447683 1.406436 -0.012 -0.021 -0.011 0.08
H -3.751903 -4.056587 2.142390 -0.013 0.010 0.002 0.08
H -2.280326 -3.105301 1.890563 0.003 0.006 0.023 0.06
H -5.084436 -3.561938 -0.627209 0.005 0.006 0.000 0.07
H -4.298142 -4.902184 -1.478414 -0.012 0.006 -0.015 0.06
H -4.901554 -5.126630 0.163194 0.003 -0.006 -0.009 0.07
O 4.840733 2.839688 0.321332 -0.003 0.007 -0.002 0.03
C 5.164282 1.532261 0.632544 0.004 -0.011 0.003 -0.27
C 6.480518 1.148942 0.843393 0.007 0.008 0.002 -0.04
C 6.772503 -0.179776 1.122499 -0.010 0.001 -0.003 -0.10
C 5.749982 -1.112987 1.191351 -0.007 0.003 0.000 -0.08
C 4.436576 -0.707890 0.989686 0.005 -0.008 -0.003 -0.01
C 4.124114 0.612712 0.708087 -0.019 0.006 0.002 -0.09
C 2.665011 1.015624 0.467076 -0.016 0.026 -0.042 -0.43
O 1.806915 0.061843 0.832154 0.016 0.002 0.072 -0.32
N 2.608011 1.366941 -0.987370 -0.069 0.056 -0.020 0.02
N 1.418404 1.443034 -1.568236 0.104 -0.061 0.209 0.03
C 1.300596 2.195429 -2.595612 -0.041 0.053 -0.140 -0.23
C 0.050022 2.326847 -3.327176 0.014 0.014 -0.007 -0.63
Br -1.094447 0.814090 -3.298067 0.004 0.007 -0.004 0.89
C -0.326944 3.392494 -4.043120 0.038 -0.012 -0.014 -0.13
C 0.386707 4.681129 -4.097422 -0.026 -0.002 0.030 -0.22
C 1.025184 5.234767 -2.983956 -0.009 0.005 -0.027 -0.04
C 1.665639 6.461417 -3.071044 -0.010 -0.007 0.005 -0.08
C 1.674256 7.166702 -4.266327 0.001 0.003 -0.003 -0.10
C 1.023766 6.639328 -5.373481 0.000 0.006 0.002 -0.10
C 0.381653 5.414694 -5.285894 0.014 -0.007 -0.006 -0.05
H 5.648856 3.361324 0.318990 0.000 0.002 0.001 0.10
H 7.274846 1.887118 0.779867 -0.002 -0.002 0.003 0.10
H 7.801488 -0.479090 1.279473 0.000 0.000 0.001 0.09
H 5.966980 -2.154096 1.392341 -0.002 0.001 -0.002 0.10
H 3.617841 -1.415285 1.041575 -0.001 -0.011 0.004 0.11
H 2.467004 1.959883 1.019714 0.039 -0.023 -0.006 0.14
H 3.270325 2.098197 -1.240932 -0.024 -0.029 -0.010 0.12
H 2.142446 2.787909 -2.964023 -0.024 0.032 0.023 0.13
H -1.221405 3.314943 -4.649371 -0.007 0.004 0.008 0.09
H 0.998078 4.706925 -2.039675 -0.007 -0.011 0.026 0.10
H 2.150743 6.872676 -2.194452 0.001 -0.003 -0.002 0.10
H 2.174138 8.124710 -4.331627 -0.001 0.000 -0.002 0.09
H 1.014965 7.185396 -6.308620 -0.001 -0.002 -0.001 0.10
H -0.127182 5.008115 -6.152226 0.001 0.000 0.000 0.11
Cl 2.452528 -1.731536 -2.080132 -0.059 0.008 -0.054 0.68
C 2.983659 -3.179433 -1.248165 0.030 -0.017 -0.010 -0.60
C 4.154235 -3.753074 -1.703598 -0.011 0.011 -0.007 -0.17
C 4.641101 -4.924792 -1.146163 0.014 -0.011 0.001 -0.15
C 3.899851 -5.512027 -0.122201 -0.004 -0.003 0.001 -0.17
C 2.741914 -4.930209 0.329401 -0.003 0.014 0.001 -0.62
Cl 1.868050 -5.730933 1.615592 0.004 -0.008 0.005 0.61
C 2.188991 -3.690801 -0.164680 -0.008 0.029 0.000 -0.56
N 1.075569 -3.237914 0.373473 0.027 -0.029 0.040 -0.16
H 4.683192 -3.267088 -2.513903 0.001 -0.004 0.000 0.09
H 5.559129 -5.372555 -1.500340 -0.001 0.000 0.000 0.08
H 4.225868 -6.436475 0.338093 0.000 0.000 0.002 0.09
```
Positions in Å, forces in eV/Å.

## Properties
HOMO energy (eV): -3.58
Net charge: -1
Energy above the lowest of the compared OMol25 structures with the same formula, charge and spin (kJ/mol): 41.4
Molecular weight (g mol⁻¹): 1139.15
LUMO (hartree): 0.0803
HOMO-LUMO gap (eV): 5.76



# 2
C48H57F3MoNO3SbSe as an isolated structure. Source: the Open Molecules 2025 dataset; level of theory: wB97M-V/def2-TZVPD.

Structure (XYZ):
```
115
Properties=species:S:1:pos:R:3:forces:R:3:lowdin_charge:R:1
Mo 0.586353 1.006839 1.078122 2.372 -3.860 0.775 1.38
C 6.668151 -0.185497 -3.007090 -1.558 0.614 1.658 -0.06
C 5.376128 -0.180811 -3.852927 -1.160 -1.312 -0.743 -0.52
C 5.344069 -1.451181 -4.803275 1.039 -0.252 -0.045 -0.04
C 5.287119 1.109700 -4.666579 0.577 0.408 -1.564 -0.06
C 4.046663 -0.185773 -3.022737 0.002 -0.359 -0.464 -0.16
C 4.152182 0.065753 -1.667693 0.123 -0.666 0.295 -0.07
C 3.038302 -0.033245 -0.838497 -1.310 1.112 -1.324 -0.40
Se 3.139661 0.083980 1.061530 -1.558 1.003 -0.296 1.25
C 2.453741 -1.651110 1.461015 -1.181 1.253 1.911 -0.43
C 3.304330 -2.680157 1.360979 0.619 -2.667 -0.725 -0.08
C 2.846481 -3.953044 1.754418 -0.885 -0.031 -0.135 -0.13
C 1.704651 -4.046570 2.627669 0.859 0.313 -0.565 0.05
C 0.850383 -2.982267 2.851128 0.695 1.659 -1.180 -0.08
C 1.257898 -1.770430 2.182343 -0.347 -0.398 0.323 -0.33
O 0.446624 -0.711675 2.286381 -0.746 3.350 -1.623 -0.32
C -0.519025 -3.044612 3.593519 1.328 -0.185 -1.088 -0.55
C -0.478537 -2.023548 4.733895 -0.140 -0.061 1.164 -0.04
C -1.589802 -2.761701 2.517720 -0.358 1.156 -0.562 -0.05
C -0.699380 -4.470130 4.029145 0.751 -1.317 1.168 -0.08
C 3.371942 -5.213662 1.078531 1.801 -0.996 -0.441 -0.51
C 2.256086 -6.237541 0.779699 -0.556 0.653 0.642 -0.05
C 4.452212 -5.859284 2.013576 -0.943 -0.722 0.075 -0.05
C 4.174815 -4.973413 -0.282379 -0.408 1.295 0.180 -0.05
C 1.725844 -0.071314 -1.436564 2.324 -1.960 -0.885 -0.36
O 0.623348 0.223409 -0.779257 -1.239 1.575 3.298 -0.30
C 1.599224 -0.588955 -2.758481 1.286 1.724 0.001 -0.09
C 2.763194 -0.479340 -3.566441 0.165 -0.527 -0.028 0.06
C 0.223471 -0.866969 -3.348594 0.343 0.977 -0.271 -0.51
C 0.416482 -1.453810 -4.761627 -0.143 0.709 -0.736 -0.06
C -0.534763 0.511531 -3.415146 0.050 -0.987 0.258 -0.03
C -0.600726 -1.802323 -2.464588 0.217 -1.360 -0.275 -0.05
H 7.523729 -0.392816 -3.585030 0.899 -0.409 -0.910 0.07
H 6.659020 -0.889410 -2.110043 -0.050 0.845 -1.243 0.11
H 6.783259 0.865250 -2.669420 0.218 -0.617 0.328 0.09
H 6.286740 -1.586217 -5.412998 -0.857 0.618 0.631 0.10
H 4.521412 -1.398847 -5.517883 0.011 0.042 0.064 0.06
H 5.265693 -2.430180 -4.273200 -0.164 0.875 0.044 0.09
H 6.183954 1.248998 -5.334844 -0.830 -0.289 0.484 0.11
H 5.279583 1.994004 -4.024375 -0.144 -0.121 0.131 0.08
H 4.366848 1.146440 -5.313491 0.875 -0.119 0.600 0.10
H 5.165645 0.261664 -1.324224 -0.471 -0.132 0.576 0.10
H 4.244783 -2.531027 0.831287 -0.148 -0.395 0.004 0.12
H 1.464491 -4.958239 3.161761 0.260 -0.227 -0.580 0.10
H -0.396244 -1.016226 4.280513 -0.102 -0.512 0.539 0.05
H 0.427109 -2.187381 5.432284 -1.491 0.146 -1.096 0.12
H -1.433250 -2.106543 5.336684 1.051 0.206 -0.486 0.10
H -1.518381 -1.681382 2.202558 -0.200 -1.138 0.227 0.07
H -2.629455 -2.942341 2.857690 0.589 -0.052 0.066 0.09
H -1.406767 -3.381857 1.611406 -0.132 0.306 0.645 0.10
H 0.032274 -4.795694 4.815550 -0.382 0.427 -0.641 0.11
H -0.574049 -5.170917 3.190493 -0.198 0.270 0.176 0.09
H -1.657266 -4.677088 4.477123 -0.583 0.204 0.057 0.08
H 1.781977 -6.577575 1.707240 -0.016 0.056 -0.152 0.08
H 2.606630 -7.119889 0.278840 0.596 -0.373 -0.180 0.08
H 1.473159 -5.832865 0.128179 0.090 0.205 0.158 0.09
H 3.983784 -6.299182 2.919317 0.230 0.361 -0.377 0.09
H 5.181402 -5.111208 2.319068 0.092 -0.062 -0.027 0.08
H 4.947256 -6.692499 1.488861 -0.029 0.350 0.175 0.09
H 3.778519 -4.110410 -0.933048 0.320 -1.389 0.892 0.10
H 4.234653 -5.907699 -0.879834 -0.204 0.610 0.435 0.09
H 5.209723 -4.705592 -0.000606 -0.362 -0.004 -0.329 0.07
H 2.636090 -0.643071 -4.669907 0.470 0.026 1.439 0.11
H 0.950108 -0.836185 -5.512680 -0.529 0.325 0.694 0.09
H -0.512355 -1.707489 -5.242129 -0.711 0.022 0.047 0.08
H 0.991909 -2.347634 -4.811855 0.505 -0.988 0.617 0.08
H 0.148889 1.302239 -3.615913 0.656 0.713 -0.116 0.08
H -1.054837 0.733944 -2.473459 0.114 -0.133 -0.293 0.06
H -1.225209 0.508852 -4.234333 -0.673 -0.125 -0.408 0.07
H -0.080650 -2.808993 -2.335139 -0.707 1.249 -0.056 0.12
H -1.552540 -1.973570 -2.992546 0.192 -0.143 0.248 0.09
H -0.826397 -1.354030 -1.487358 0.211 -0.299 -0.328 0.06
C 0.864567 4.689227 2.995686 1.003 -1.079 -0.885 0.02
C 0.651253 3.258656 3.422614 -0.563 0.813 1.958 -0.53
N -0.090221 3.132857 4.553452 -0.828 -1.586 -0.661 0.19
O 1.207810 2.264480 2.892468 -1.138 0.391 -0.765 -0.15
H 0.000485 5.325576 3.143136 -0.041 0.022 0.025 0.09
H 1.131393 4.557165 1.942466 -0.070 0.770 -0.010 0.09
H 1.753348 5.092514 3.515313 -0.460 -0.168 -0.159 0.12
H -0.759618 3.842208 4.899770 1.086 -0.483 -0.488 0.14
H -0.341680 2.150740 4.781057 0.375 1.036 0.103 0.14
F -8.142024 0.461349 -2.951888 2.107 0.669 1.210 0.15
C -7.079238 0.922057 -2.247650 -1.757 0.897 -0.853 -0.14
C -6.951398 2.339196 -2.067813 0.883 0.251 -0.014 0.07
C -5.929514 2.806864 -1.258405 -1.241 1.503 -0.249 -0.07
C -4.986459 1.933069 -0.686247 0.856 2.425 0.465 -0.30
C -5.185657 0.613012 -0.829673 -1.190 -4.079 -0.248 -0.10
C -6.185120 0.062417 -1.621473 0.640 -1.252 -0.150 0.06
Sb -3.136028 2.614440 0.317894 -0.960 1.558 -0.509 1.50
C -3.317149 4.675323 -0.499848 0.224 -1.207 0.287 -0.40
C -3.282497 4.768358 -1.904540 -0.668 0.211 0.249 -0.14
C -2.967530 5.984802 -2.524129 0.175 -0.031 -0.148 0.02
C -2.660867 7.077684 -1.703325 -0.112 -0.848 0.641 -0.27
F -2.487867 8.300352 -2.185835 0.321 -0.160 -0.437 0.11
C -2.609217 6.942544 -0.314639 -1.100 0.645 0.842 0.01
C -3.059594 5.785971 0.323775 0.839 -0.419 -2.159 -0.12
C -4.242517 2.995034 2.103760 -0.414 -0.461 0.608 -0.41
C -3.942944 2.155390 3.200525 -0.181 -0.092 0.611 -0.14
C -4.611230 2.340051 4.423991 -0.088 0.769 -0.051 0.00
C -5.472195 3.440932 4.524831 0.145 0.981 1.649 -0.19
F -5.886299 3.800985 5.813744 0.386 -0.773 -2.355 0.04
C -5.796938 4.296451 3.454489 -0.730 0.487 1.064 0.01
C -5.247495 4.000025 2.233652 0.449 -0.846 -1.335 -0.12
H -7.545613 3.053554 -2.632565 -0.290 -0.357 0.259 0.14
H -5.857324 3.901806 -1.036732 -0.022 -1.086 -0.499 0.13
H -4.606198 -0.118861 -0.291501 0.473 -0.038 0.041 0.12
H -6.234727 -1.029895 -1.812256 -0.115 0.891 0.338 0.16
H -3.735394 3.935191 -2.497238 1.080 0.644 0.282 0.11
H -2.907787 6.044470 -3.618968 -0.301 0.237 0.564 0.13
H -2.422938 7.815484 0.322927 0.043 -0.170 -0.576 0.13
H -3.196752 5.759517 1.378503 0.197 -0.101 0.689 0.09
H -3.167819 1.355761 3.177857 -0.662 0.649 -0.297 0.10
H -4.417559 1.765887 5.341404 -0.012 0.172 -0.639 0.14
H -6.455370 5.203853 3.586242 0.672 -1.383 -0.010 0.16
H -5.638438 4.473321 1.312834 0.576 0.132 0.760 0.11
```
Positions in Å, forces in eV/Å.

## Properties
HOMO energy (spin up / spin down) (eV): -11.61 / -11.64
Net charge: +2
Molecular weight (g mol⁻¹): 1049.64
2S+1: 3
<S²>: 2.458
LUMO (spin up / spin down) (hartree): -0.2238 / -0.3649
HOMO-LUMO gap (spin up / spin down) (eV): 5.52 / 1.71



Look up the net charge of the first one. -1